# 1
# C7H9BO2Se

One molecule with the formula C7H9BO2Se (the ωB97M-V functional and the def2-TZVPD basis, the Open Molecules 2025 dataset).

Values from the calculation:
Total charge: 0
Gap between HOMO and LUMO (eV): 7.68
Energy above the lowest of the compared OMol25 structures with the same formula, charge and spin (kcal/mol): 0.0
HOMO level (eV): -7.76
Calculated total energy (Eh): -2848.7549
Largest force on an atom (eV/Å): 4.34
LUMO energy (eV): -0.08

Atoms and positions in Å:
B -0.03 1.51 0.16
C 2.31 -0.47 -0.22
C 1.29 -1.26 0.30
C 2.33 0.72 -0.94
C -0.07 -1.02 0.34
C 1.68 1.89 -0.63
C -0.72 0.09 0.14
C -3.18 -1.68 -0.14
O 1.28 1.57 0.90
O -0.73 2.69 0.08
Se -2.60 0.24 -0.11
H 3.33 -1.01 -0.43
H 1.49 -2.20 0.73
H 3.21 0.83 -1.63
H -0.64 -1.76 0.72
H -4.26 -1.79 -0.56
H -2.46 -2.30 -0.78
H -3.19 -1.97 0.96
H 1.22 2.49 1.37
H -0.26 3.43 -0.25

Atomic partial charges in e from the Mulliken method, atoms 1 to 2: 0.85 -0.32


# 2
# C7H9BO3

One molecule with the formula C7H9BO3 (the ωB97M-V functional and the def2-TZVPD basis, the Open Molecules 2025 dataset).

Values from the calculation:
Total charge: 0
Gap between HOMO and LUMO (eV): 10.23
Energy above the lowest of the compared OMol25 structures with the same formula, charge and spin (kcal/mol): 39.3
HOMO level (eV): -9.66
Calculated total energy (Eh): -522.7573
Largest force on an atom (eV/Å): 3.56
LUMO energy (eV): 0.57
SMILES: COc1ccccc1B(O)O

Atoms and positions in Å:
C 0.85 -1.69 -1.67
O 0.78 -1.61 -0.24
C 0.53 -0.22 0.20
C 1.66 0.62 0.21
C 1.59 2.00 0.36
C 0.36 2.51 0.68
C -0.76 1.68 0.76
C -0.70 0.31 0.50
B -1.85 -0.75 0.57
O -1.72 -2.20 0.54
O -3.13 -0.34 0.94
H 0.36 -2.59 -2.13
H 0.73 -0.74 -2.18
H 1.91 -2.00 -1.85
H 2.58 0.23 -0.06
H 2.52 2.55 0.28
H 0.10 3.58 0.87
H -1.73 2.19 0.95
H -0.74 -2.20 0.44
H -3.33 -1.31 0.85

Atomic partial charges in e from the Mulliken method, atoms 1 to 2: -0.76 -0.57


# 3
# C7H9Br2Cl15

A 6-piece molecular cluster, C7H9Br2Cl15 overall (the ωB97M-V functional and the def2-TZVPD basis, the Open Molecules 2025 dataset).

Values from the calculation:
Total charge: 0
Gap between HOMO and LUMO (eV): 10.64
Energy above the lowest of the compared OMol25 structures with the same formula, charge and spin (kcal/mol): 20.2
HOMO level (eV): -10.41
Calculated total energy (Eh): -12322.9812
Largest force on an atom (eV/Å): 2.22
LUMO energy (eV): 0.23
SMILES: ClC(Cl)Cl.ClC(Cl)Cl.ClC(Cl)Cl.ClC(Cl)Cl.ClC(Cl)Cl.BrCCBr

Atoms and positions in Å:
Cl -1.60 -2.70 -2.52
C -0.61 -4.16 -2.66
Cl 0.00 -4.41 -4.38
Cl -1.60 -5.54 -2.09
H 0.24 -4.14 -1.98
Cl 6.79 -1.84 3.19
C 5.88 -0.75 2.03
Cl 6.42 -1.14 0.30
Cl 6.26 0.99 2.23
H 4.82 -0.89 2.23
Cl -0.93 -0.76 3.86
C 0.03 0.79 3.93
Cl 1.70 0.41 4.47
Cl -0.79 2.08 4.84
H 0.17 1.09 2.89
Cl 0.66 3.13 -1.94
C -0.66 3.90 -2.81
Cl -1.48 4.98 -1.68
Cl -1.73 2.61 -3.43
H -0.32 4.51 -3.64
Cl 2.81 0.28 0.41
C 1.45 -0.22 -0.62
Cl -0.09 0.09 0.30
Cl 1.64 -1.83 -1.20
H 1.45 0.47 -1.47
Br -2.80 2.32 0.79
C -4.01 0.76 0.65
C -3.60 -0.08 -0.64
Br -5.06 -1.31 -1.24
H -5.04 1.08 0.52
H -3.89 0.08 1.50
H -2.62 -0.53 -0.48
H -3.50 0.70 -1.39

Atomic partial charges in e from the Mulliken method, atoms 1 to 2: -0.05 0.15


# 4
# C7H9Br2F2N

A 2-piece molecular cluster, C7H9Br2F2N overall (the ωB97M-V functional and the def2-TZVPD basis, the Open Molecules 2025 dataset).

Values from the calculation:
Total charge: 0
Gap between HOMO and LUMO (eV): 8.72
Energy above the lowest of the compared OMol25 structures with the same formula, charge and spin (kcal/mol): 0.0
HOMO level (eV): -8.79
Calculated total energy (Eh): -5674.5132
Largest force on an atom (eV/Å): 5.75
LUMO energy (eV): -0.07
SMILES: N=C=C(Br)Br.CCCC=C(F)F

Atoms and positions in Å:
N 1.30 2.78 2.91
C 2.20 2.05 2.53
C 3.32 1.39 2.57
Br 4.65 1.35 1.16
Br 3.50 0.05 3.97
H 0.41 2.69 2.40
C -1.68 -1.00 -2.94
C -1.67 -1.57 -1.50
C -0.39 -1.18 -0.70
C -0.34 0.15 -0.23
C -0.60 0.57 0.99
F -0.71 1.87 1.19
F -0.77 -0.03 2.14
H -1.64 -0.01 -2.99
H -2.48 -1.30 -3.45
H -0.72 -1.39 -3.31
H -1.60 -2.62 -1.63
H -2.66 -1.41 -0.92
H -0.25 -1.89 0.08
H 0.40 -1.54 -1.42
H -0.26 1.03 -0.86

Atomic partial charges in e from the Mulliken method, atoms 1 to 2: -0.52 0.58